{"formula": "C3H2BrClO", "method": "wB97M-V/def2-TZVPD", "elements": ["C", "C", "C", "O", "Cl", "Br", "H", "H"], "xyz": [[-0.306, 1.211, 0.487], [0.400, 0.201, 0.034], [-0.263, -0.984, -0.514], [-1.245, -1.170, -1.143], [2.027, 0.252, -0.373], [0.761, -2.547, 0.202], [0.111, 2.029, 0.899], [-1.484, 1.008, 0.408]], "forces_ev_per_angstrom": [[-4.5, -3.3, -1.1], [-0.7, 0.7, -1.3], [-0.5, -1.9, 0.4], [0.6, 0.7, 0.3], [1.6, 0.4, 0.2], [-0.4, -0.3, -0.2], [1.1, 2.8, 1.2], [2.8, 0.9, 0.6]], "mulliken_charge": [-0.71, 0.48, 0.39, -0.39, -0.13, -0.19, 0.38, 0.18], "spin_multiplicity": 1, "de_lowest_kj_mol": 34.9, "smiles": "C=C(Cl)C(=O)Br", "e_lumo_ha": -0.0098, "homo_lumo_gap_ha": 0.3705, "total_energy_ha": -3224.9148, "e_homo_ha": -0.3803}



{"formula": "C41H99N2O10", "method": "wB97M-V/def2-TZVPD", "elements": ["C", "C", "O", "H", "H", "H", "H", "H", "C", "C", "C", "C", "C", "C", "N", "O", "C", "C", "C", "H", "H", "H", "H", "H", "H", "H", "H", "H", "H", "H", "H", "H", "H", "H", "H", "H", "H", "H", "C", "C", "C", "C", "C", "C", "N", "O", "C", "C", "C", "H", "H", "H", "H", "H", "H", "H", "H", "H", "H", "H", "H", "H", "H", "H", "H", "H", "H", "H", "C", "C", "C", "O", "H", "H", "H", "H", "H", "H", "H", "H", "C", "C", "C", "O", "H", "H", "H", "H", "H", "H", "H", "H", "C", "C", "C", "O", "H", "H", "H", "H", "H", "H", "H", "H", "C", "C", "C", "O", "H", "H", "H", "H", "H", "H", "H", "H", "C", "C", "C", "O", "H", "H", "H", "H", "H", "H", "H", "H", "C", "C", "C", "O", "H", "H", "H", "H", "H", "H", "H", "H", "C", "C", "C", "O", "H", "H", "H", "H", "H", "H", "H", "H"], "xyz": [[0.039, -0.852, -0.943], [-1.371, -1.333, -0.638], [-2.423, -0.588, -1.139], [0.763, -1.388, -0.328], [0.209, 0.219, -0.839], [0.289, -1.089, -1.977], [-1.393, -1.408, 0.449], [-1.449, -2.396, -0.869], [1.402, 0.904, 5.064], [0.505, -0.329, 5.364], [-0.916, 0.138, 5.254], [-1.977, -1.020, 5.332], [-1.721, -2.064, 4.310], [-0.220, -2.526, 4.205], [0.717, -1.397, 4.350], [2.085, -1.735, 4.201], [0.016, -3.509, 5.331], [0.008, -3.226, 2.889], [0.920, -0.723, 6.833], [2.461, 0.650, 5.094], [1.423, 1.755, 5.744], [1.276, 1.235, 4.033], [-1.069, 0.858, 6.058], [-1.159, 0.744, 4.380], [-2.973, -0.619, 5.143], [-1.864, -1.328, 6.372], [-1.975, -1.685, 3.319], [-2.266, -2.931, 4.684], [-0.422, -4.465, 5.043], [1.091, -3.631, 5.461], [-0.374, -3.344, 6.335], [-0.637, -4.101, 2.811], [-0.112, -2.451, 2.133], [0.966, -3.671, 2.617], [0.989, 0.187, 7.429], [1.801, -1.363, 6.888], [0.175, -1.341, 7.334], [2.351, -1.969, 5.093], [2.470, 7.072, -2.948], [3.358, 5.819, -2.711], [3.654, 5.756, -1.234], [4.199, 4.471, -0.756], [3.308, 3.243, -1.193], [3.021, 3.210, -2.669], [2.614, 4.583, -3.120], [2.161, 4.574, -4.425], [4.280, 2.675, -3.382], [1.812, 2.235, -2.884], [4.716, 5.991, -3.525], [1.510, 7.057, -2.432], [2.208, 7.102, -4.006], [2.938, 8.054, -2.882], [4.307, 6.577, -0.938], [2.707, 5.869, -0.706], [4.273, 4.579, 0.326], [5.199, 4.482, -1.189], [2.450, 3.052, -0.547], [3.870, 2.405, -0.779], [4.242, 2.691, -4.471], [5.192, 3.244, -3.206], [4.382, 1.606, -3.195], [0.967, 2.534, -2.263], [1.601, 2.153, -3.950], [2.059, 1.274, -2.433], [4.514, 5.871, -4.589], [5.475, 5.259, -3.249], [5.239, 6.904, -3.239], [3.014, 4.437, -4.845], [-3.345, 4.250, 1.412], [-2.417, 3.142, 0.885], [-1.495, 2.694, 1.966], [-3.228, 2.055, 0.511], [-4.121, 3.868, 2.075], [-3.780, 4.886, 0.640], [-2.811, 4.975, 2.026], [-1.872, 3.532, 0.026], [-1.842, 2.280, 2.913], [-0.892, 3.518, 2.347], [-0.877, 1.897, 1.552], [-2.606, 1.408, 0.169], [5.068, 0.233, 1.140], [3.702, -0.277, 1.762], [2.438, 0.460, 1.341], [3.494, -1.578, 1.470], [5.217, 1.312, 1.162], [5.138, -0.033, 0.085], [5.943, -0.197, 1.627], [3.755, -0.103, 2.837], [2.521, 1.524, 1.559], [1.529, 0.113, 1.832], [2.331, 0.383, 0.259], [2.836, -1.872, 2.104], [3.846, -1.538, -2.150], [4.699, -2.825, -2.207], [5.824, -2.632, -3.309], [5.277, -2.762, -0.950], [3.260, -1.339, -3.048], [4.536, -0.708, -2.000], [3.143, -1.489, -1.319], [4.069, -3.700, -2.368], [5.399, -2.831, -4.293], [6.768, -3.157, -3.160], [6.258, -1.632, -3.303], [4.523, -2.709, -0.358], [-2.668, 3.019, -4.053], [-2.566, 1.501, -4.324], [-1.136, 0.923, -4.289], [-3.258, 0.839, -3.259], [-3.323, 3.577, -4.722], [-1.650, 3.405, -4.097], [-2.841, 3.179, -2.989], [-3.005, 1.122, -5.247], [-0.439, 1.529, -4.867], [-1.079, -0.069, -4.735], [-0.597, 1.028, -3.347], [-2.608, 0.515, -2.631], [-1.832, -5.470, -4.408], [-1.959, -4.244, -3.516], [-0.918, -3.239, -4.021], [-3.272, -3.692, -3.582], [-2.553, -6.251, -4.165], [-0.806, -5.838, -4.425], [-1.979, -5.252, -5.466], [-1.759, -4.525, -2.481], [0.041, -3.680, -4.292], [-0.802, -2.465, -3.262], [-1.339, -2.838, -4.943], [-3.421, -3.445, -4.497], [-3.455, -4.208, 1.365], [-3.926, -4.442, -0.044], [-4.465, -5.913, -0.224], [-5.085, -3.713, -0.208], [-2.905, -3.275, 1.490], [-2.701, -4.943, 1.647], [-4.264, -4.157, 2.094], [-3.155, -4.265, -0.795], [-5.191, -6.000, -1.033], [-4.951, -6.190, 0.712], [-3.600, -6.556, -0.382], [-5.754, -4.034, 0.401], [-7.200, -0.133, 2.455], [-6.103, -0.275, 1.412], [-4.842, -0.871, 1.958], [-6.558, -0.954, 0.258], [-6.860, 0.265, 3.411], [-7.589, -1.118, 2.715], [-8.039, 0.378, 1.983], [-5.833, 0.739, 1.115], [-4.296, -0.248, 2.666], [-4.121, -0.895, 1.141], [-5.042, -1.800, 2.492], [-7.490, -1.152, 0.376]], "forces_ev_per_angstrom": [[0.3, -0.4, -0.8], [-1.3, 1.4, 0.1], [1.5, 0.0, 0.4], [0.2, -0.1, 0.2], [-0.3, 0.2, 0.3], [0.1, 0.1, -0.3], [-0.2, 0.3, 1.2], [0.2, -0.8, -0.7], [1.2, -0.5, -1.1], [1.4, 0.2, 0.2], [-1.9, -0.2, 0.2], [1.4, 2.2, 0.7], [1.7, -0.4, -0.3], [0.2, -0.1, 1.9], [-0.6, 2.0, -0.9], [-0.8, -0.1, 0.2], [0.4, -1.3, 0.5], [0.2, 0.2, -0.9], [-1.3, -0.5, -0.3], [0.2, -0.6, 0.0], [-1.1, -0.1, 0.2], [-0.4, 0.2, 0.0], [-0.2, -0.1, 0.4], [0.7, -0.2, -0.5], [-0.1, 0.1, 0.4], [-0.6, -0.7, 0.0], [-0.6, -0.3, 0.0], [-0.3, -0.3, -1.0], [0.2, -0.3, 0.0], [0.1, -0.4, -0.1], [-0.3, 0.7, -0.1], [-0.6, 0.5, -0.3], [-0.7, -0.4, -0.5], [0.6, 0.3, 0.9], [0.5, -0.1, 0.0], [0.4, 0.5, -0.1], [-0.3, 0.0, -0.1], [0.6, -0.4, 0.3], [-0.2, -0.4, -1.6], [0.7, 0.3, -1.1], [-1.4, 0.4, 0.4], [-0.3, -0.7, -0.3], [1.7, 0.8, 2.0], [-0.4, -0.1, -0.4], [-0.6, 0.2, 2.9], [0.9, 0.2, -0.3], [-0.1, -0.1, -0.9], [1.1, 0.6, 0.3], [-0.6, -0.5, 0.9], [0.3, -0.2, 0.3], [-0.2, -0.4, -0.2], [0.5, -0.2, 0.9], [0.0, 0.2, -0.1], [-0.3, 0.5, 0.0], [0.2, -0.6, 0.1], [0.3, -1.0, 0.2], [-0.7, 1.1, -0.2], [0.5, -0.6, -1.0], [-0.6, 0.2, -0.4], [0.0, -0.3, 0.7], [0.3, 0.1, 0.5], [-0.2, 0.5, -0.5], [-0.3, -0.1, 0.3], [0.3, -0.3, -0.4], [0.2, 0.5, -0.1], [-0.3, -0.4, 0.0], [-0.5, 0.5, -0.5], [-0.1, -0.1, -1.4], [0.2, 0.6, 0.1], [-2.0, 0.6, 1.1], [1.7, -0.1, 0.7], [-0.1, 0.5, -0.1], [-0.1, -0.3, -0.3], [-0.3, -0.4, -0.3], [0.4, -0.1, 0.1], [0.3, 0.0, -0.1], [-1.2, -0.1, -0.3], [0.6, 0.1, -0.5], [0.5, 0.1, 0.0], [-0.3, -1.2, -0.8], [-1.0, -0.3, -0.1], [0.7, 3.3, 0.3], [0.6, 1.3, -0.7], [0.5, -2.9, -0.4], [-0.4, 0.1, 0.3], [-0.1, -0.2, 0.0], [-0.2, -0.3, 0.2], [0.4, -0.2, 0.4], [0.0, 0.2, 0.1], [0.1, -0.4, 0.0], [-0.2, -0.1, -0.1], [-0.2, -0.4, 0.1], [-0.5, 0.2, -1.2], [0.5, 2.7, -1.3], [-0.5, -0.1, 0.8], [1.2, -1.5, 1.2], [0.0, 0.0, -0.2], [0.1, 0.0, -0.1], [0.0, -0.5, 0.1], [0.2, -0.3, -0.1], [0.2, -0.1, 0.0], [-0.5, -1.0, 0.2], [-0.8, 0.5, 0.1], [0.1, 0.2, 0.8], [1.5, -0.4, -0.1], [0.2, -1.1, 2.1], [0.8, 1.3, -1.0], [-0.8, 0.6, -1.5], [-0.1, 0.0, 0.3], [0.2, 0.5, -0.7], [-0.9, -0.2, -0.1], [-0.3, 0.6, -0.3], [-0.2, 0.3, -0.8], [-0.1, -0.2, 0.6], [-0.8, -0.6, 0.6], [0.1, -1.0, 1.2], [-0.1, -0.5, -0.3], [0.4, -0.1, -1.2], [-0.6, 0.2, 0.5], [0.4, -0.5, 0.5], [0.2, -0.1, 0.2], [0.0, -0.3, 0.5], [-0.4, 0.5, -0.1], [-0.2, 0.1, 0.1], [0.0, -0.1, 0.3], [0.1, 0.2, -0.3], [0.1, 0.4, 0.0], [-0.1, 0.2, -0.1], [1.7, 0.2, 0.4], [-1.7, -2.5, 0.7], [1.6, 0.4, 0.4], [-0.9, 2.3, -1.3], [-0.2, 0.3, -0.4], [-0.1, -0.4, 0.3], [-0.2, -0.4, -0.1], [-0.4, 0.7, 0.0], [0.3, 0.2, -0.1], [-0.1, -0.2, 0.1], [-0.2, -0.5, -0.1], [0.1, 0.0, 0.1], [-0.3, -0.9, -0.3], [0.1, 1.3, 0.7], [0.7, -0.1, 0.0], [-0.1, -0.3, 0.1], [-0.1, 0.6, -0.3], [0.0, -0.4, 0.0], [-0.1, 0.5, 0.5], [0.0, 0.2, -0.3], [-0.5, 0.6, 0.3], [0.0, -0.9, -0.3], [0.2, -0.4, -0.4], [0.0, 0.0, -0.1]], "mulliken_charge": [0.05, 0.95, -1.10, 0.13, -0.31, -0.13, -0.19, -0.55, -1.82, 1.27, -0.87, -1.06, -0.34, 1.77, 1.08, -0.41, -2.04, -1.69, -1.57, 0.46, 0.46, 0.19, 0.56, -0.36, 0.52, 0.39, -0.21, 0.41, 0.52, 0.33, 0.32, 0.27, 0.29, 0.35, 0.51, 0.21, 0.35, 0.23, -1.94, 1.50, -1.20, -1.19, -0.72, 2.40, 0.20, -0.41, -1.54, -2.20, -1.59, 0.39, 0.44, 0.37, 0.40, 0.38, 0.44, 0.32, 0.45, -0.19, 0.44, 0.34, 0.13, 0.46, 0.51, 0.22, 0.32, 0.34, 0.46, 0.40, -1.76, 1.14, -1.30, -0.36, 0.35, 0.40, 0.39, 0.12, 0.24, 0.53, 0.08, 0.08, -1.40, 0.90, 0.47, -0.47, 0.38, 0.14, 0.39, -0.10, 0.49, -0.23, -0.71, 0.21, -0.50, 0.54, -1.40, -0.58, 0.50, -0.03, -0.18, 0.33, 0.33, 0.38, 0.32, 0.32, -1.22, 0.78, -1.00, -0.51, 0.32, 0.24, 0.23, 0.33, 0.50, 0.09, 0.11, 0.28, -1.72, 0.86, -1.11, -0.50, 0.39, 0.39, 0.38, 0.16, 0.42, -0.05, 0.40, 0.37, -0.80, 1.73, -1.78, -0.51, -0.11, 0.40, 0.33, -0.91, 0.38, 0.44, 0.40, 0.40, -1.70, 0.71, -0.69, -0.47, 0.35, 0.44, 0.44, -0.07, 0.34, -0.03, 0.32, 0.32], "spin_multiplicity": 1, "de_lowest_kj_mol": 80.8, "e_lumo_ha": 0.0757, "homo_lumo_gap_ha": 0.2010, "total_energy_ha": -2483.2080, "total_charge": -1, "e_homo_ha": -0.1253}



{"formula": "CH4OS2", "method": "wB97M-V/def2-TZVPD", "elements": ["C", "O", "S", "S", "H", "H", "H", "H"], "xyz": [[-0.097, -0.270, 0.930], [-1.588, 0.479, -1.049], [0.177, -1.585, -0.024], [-1.057, 1.036, 0.377], [2.085, 0.682, -0.068], [0.127, -0.236, 1.957], [1.798, 0.494, -0.910], [-1.445, -0.600, -1.212]], "forces_ev_per_angstrom": [[-1.4, -0.6, -1.9], [0.2, -2.1, -0.7], [-0.3, 0.1, 0.6], [0.1, -1.3, -0.2], [-1.0, -0.6, -3.7], [0.7, 0.3, 1.2], [1.4, 0.9, 3.4], [0.2, 3.2, 1.3]], "mulliken_charge": [-0.27, -0.44, -0.31, 0.27, 0.02, 0.34, 0.02, 0.35], "spin_multiplicity": 1, "de_lowest_kj_mol": 217.6, "e_lumo_ha": [-0.0210, -0.0210], "homo_lumo_gap_ha": [0.3130, 0.3130], "total_energy_ha": -912.0087, "e_homo_ha": [-0.3340, -0.3340]}